(1)
Computed, not measured: a 3-piece molecular cluster, C17H37F5N5O2 overall, with the ωB97M-V functional and the def2-TZVPD basis.

Properties
Electronic energy ... -43355.6206 eV
Multiplicity ... 1
M ... 438.5 g/mol
Net charge ... +1
HOMO-LUMO gap ... 8.02 eV
E_HOMO ... -11.47 eV

Element x y z (Å)
F1 -0.860 -4.591 -0.217
F2 0.731 -4.377 -1.737
F3 -1.087 -2.656 -3.148
F4 -1.592 -4.791 -3.011
F5 -2.624 -3.331 -1.724
O1 2.441 0.262 4.114
O2 -1.885 1.498 -3.942
N1 2.219 0.410 7.015
N2 0.708 0.105 0.675
N3 -1.297 0.520 1.653
N4 -1.196 0.886 -0.625
N5 -4.624 1.672 -2.997
C1 3.502 0.121 6.368
C2 -0.366 -3.793 -1.205
C3 -1.442 -3.658 -2.307
C4 -0.295 1.748 -1.417
C5 -1.530 0.265 -4.545
C6 1.033 -2.414 0.413
C7 -4.694 0.557 -5.161
C8 0.988 0.984 -1.710
C9 4.376 1.371 6.423
C10 3.332 -0.458 4.957
C11 0.978 -1.203 1.332
C12 1.631 0.468 -0.426
C13 -0.044 -2.414 -0.661
C14 -2.851 2.267 -4.646
C15 -4.305 1.833 -4.420
C16 -0.570 0.488 0.555
C17 2.994 1.418 3.507
H1 2.313 -0.340 -0.656
H2 -1.520 0.325 -5.635
H3 2.250 1.278 -0.052
H4 0.812 0.216 -2.455
H5 -0.981 -2.019 -0.280
H6 1.674 0.994 6.387
H7 4.698 1.554 7.447
H8 2.877 2.298 4.141
H9 4.001 -0.652 6.959
H10 -4.317 0.562 -6.185
H11 -4.320 -0.336 -4.661
H12 4.051 1.278 3.266
H13 -4.489 2.557 -2.517
H14 4.303 -0.579 4.459
H15 -1.477 0.089 -1.183
H16 -0.088 2.673 -0.893
H17 3.838 2.260 6.095
H18 -4.932 2.640 -4.808
H19 -2.198 -0.538 -4.227
H20 2.445 1.599 2.580
H21 0.305 -1.829 -1.503
H22 1.933 -1.108 1.837
H23 -2.738 3.286 -4.269
H24 2.894 -1.455 5.051
H25 -3.928 1.053 -2.590
H26 5.269 1.260 5.805
H27 0.878 -3.285 1.044
H28 -2.298 0.436 1.620
H29 2.006 -2.555 -0.040
H30 1.679 -0.446 7.101
H31 1.695 1.677 -2.156
H32 0.263 -1.389 2.119
H33 -5.778 0.467 -5.204
H34 -0.871 0.575 2.562
H35 -0.522 0.017 -4.206
H36 -0.794 1.959 -2.353
H37 -2.604 2.292 -5.714

Atomic partial charges in e from the Löwdin method, atoms 1 to 6:
1. F 0.132
2. F 0.148
3. F 0.139
4. F 0.188
5. F 0.155
6. O -0.220


(2)
Computed, not measured: C44H37As2BrCl2N6O10Pb as an isolated structure, with the ωB97M-V functional and the def2-TZVPD basis.

Properties
Electronic energy ... -297652.4050 eV
Multiplicity ... 1
M ... 1317.7 g/mol
ΔE to the lowest compared entry with this formula, charge and spin ... 0.0 kcal/mol
HOMO-LUMO gap ... 5.14 eV
E_HOMO ... -6.48 eV

Element x y z (Å)
Pb1 0.523 -0.691 1.439
Br1 6.298 -6.203 1.262
As1 -2.140 4.136 -3.045
As2 -1.772 1.860 -0.351
Cl1 5.463 -4.717 4.756
Cl2 6.590 -1.724 4.998
O1 1.791 4.137 -3.001
O2 -4.923 0.267 -2.358
O3 -4.345 3.134 -4.675
O4 0.643 6.090 -2.603
O5 1.512 2.251 0.282
O6 0.791 -4.933 2.966
O7 0.751 4.336 0.933
O8 -3.225 -0.745 -1.189
O9 2.681 1.524 4.772
O10 -3.972 0.971 -5.015
N1 -0.525 0.903 3.362
N2 0.971 -0.342 -2.092
N3 2.070 -0.167 3.279
N4 1.928 -2.382 -0.511
N5 1.135 -2.587 2.955
N6 -1.503 -2.446 1.850
C1 -2.917 1.526 -1.961
C2 -3.747 2.126 -4.328
C3 3.705 -5.534 0.264
C4 0.716 0.188 -4.393
C5 2.912 -3.296 -0.240
C6 0.704 -1.612 -2.393
C7 -1.775 -4.781 2.173
C8 0.330 -2.044 -3.683
C9 -1.008 3.318 4.673
C10 -2.774 -2.375 1.420
C11 0.416 -3.757 2.744
C12 1.852 0.968 4.015
C13 4.150 -0.994 4.261
C14 4.954 -5.026 0.590
C15 -1.144 4.046 -4.820
C16 4.213 -2.775 0.061
C17 -0.022 6.778 -1.487
C18 -2.819 2.250 -3.114
C19 -0.400 3.207 -0.871
C20 -5.854 -0.780 -1.985
C21 1.016 0.550 -3.082
C22 0.485 1.571 3.975
C23 -1.747 1.447 3.376
C24 -0.995 -3.627 2.242
C25 0.321 -1.087 -4.685
C26 -3.088 -4.733 1.728
C27 -2.012 2.691 3.998
C28 3.126 -3.525 4.136
C29 -3.589 -3.497 1.358
C30 0.659 3.390 0.176
C31 -3.113 3.069 0.588
C32 -3.689 0.232 -1.757
C33 2.689 -4.693 -0.143
C34 4.439 -3.365 4.526
C35 0.823 4.685 -2.492
C36 0.266 2.767 4.669
C37 5.214 -3.627 0.491
C38 2.862 2.594 0.695
C39 0.898 -2.555 -1.285
C40 -0.441 3.979 -1.980
C41 4.985 -2.045 4.565
C42 2.329 -2.506 3.573
C43 -3.050 -0.097 -5.236
C44 2.878 -1.159 3.693
H1 -2.558 0.886 2.881
H2 3.597 -6.618 0.321
H3 -0.484 3.166 -4.877
H4 -0.568 4.980 -4.942
H5 0.150 -3.350 -1.149
H6 -3.705 3.569 -0.184
H7 -2.559 3.802 1.192
H8 -6.595 -0.839 -2.765
H9 -1.254 -5.705 2.470
H10 0.591 7.669 -1.300
H11 -1.026 7.082 -1.821
H12 -3.039 3.110 3.951
H13 0.127 -3.096 -3.866
H14 3.492 1.730 0.464
H15 6.194 -3.267 0.815
H16 -4.636 -3.348 1.088
H17 -0.006 -1.346 -5.700
H18 -3.072 -0.323 -6.323
H19 -5.253 -1.692 -1.936
H20 -3.396 -0.994 -4.732
H21 1.312 1.562 -2.775
H22 1.652 -5.080 -0.309
H23 -0.053 6.156 -0.589
H24 4.407 -1.695 -0.089
H25 -1.221 4.238 5.215
H26 2.885 2.807 1.751
H27 4.512 0.035 4.397
H28 -3.175 -1.404 1.112
H29 -3.756 2.464 1.217
H30 -3.696 -5.670 1.681
H31 0.809 0.908 -5.218
H32 -2.015 0.115 -4.922
H33 2.719 -4.540 4.140
H34 1.133 3.222 5.190
H35 3.227 3.476 0.149
H36 -6.304 -0.581 -1.019
H37 -1.932 4.011 -5.586

Atomic partial charges in e from the Löwdin method, atoms 1 to 6:
1. Pb 1.379
2. Br 0.716
3. As 1.326
4. As 1.280
5. Cl 0.661
6. Cl 0.685


(3)
Computed, not measured: a 11-piece molecular cluster, C44H119N13O14 overall, with the ωB97M-V functional and the def2-TZVPD basis.

Properties
Electronic energy ... -95577.7593 eV
Multiplicity ... 2
M ... 1054.5 g/mol
Net charge ... +1
ΔE to the lowest compared entry with this formula, charge and spin ... 0.0 kcal/mol
HOMO-LUMO gap (spin up / spin down) ... 7.14 / 2.06 eV
E_HOMO (spin up / spin down) ... -9.50 / -9.50 eV

Element x y z (Å)
O1 3.604 4.387 -3.614
O2 1.764 -1.540 -3.968
O3 0.121 -0.312 4.720
O4 -2.071 -0.551 -4.803
O5 4.913 -1.080 -0.375
O6 0.310 -0.398 0.273
O7 -6.073 0.090 1.272
O8 2.982 3.044 4.227
O9 -7.369 -0.972 -3.112
O10 -3.000 -3.819 0.418
O11 -2.038 3.668 -1.493
O12 -1.003 5.661 4.316
O13 0.901 -5.115 3.756
O14 10.476 -3.631 0.258
N1 0.317 3.516 2.959
N2 -2.898 5.361 -2.729
N3 -1.592 1.061 2.742
N4 -0.433 1.553 -0.354
N5 3.560 -0.048 -7.013
N6 1.722 -1.799 2.546
N7 6.709 -3.315 0.436
N8 0.099 2.832 -3.154
N9 -2.123 -6.090 3.276
N10 0.744 0.505 -1.671
N11 -3.374 5.168 -0.619
N12 -4.593 -0.158 -3.416
N13 -3.556 2.804 1.209
C1 -8.128 -0.812 -1.914
C2 -2.625 -0.887 3.911
C3 1.699 -3.930 3.687
C4 1.371 0.223 -6.432
C5 -3.314 0.178 -2.884
C6 -2.085 0.531 4.012
C7 1.166 4.288 -1.520
C8 1.512 3.079 2.258
C9 -7.069 0.225 -3.805
C10 1.244 -6.014 4.809
C11 -5.822 2.957 0.158
C12 6.543 -2.709 -0.892
C13 -4.974 2.259 1.238
C14 1.245 -3.171 2.494
C15 -6.140 -1.272 0.976
C16 5.133 -2.219 -1.165
C17 1.935 -2.623 -3.118
C18 -1.398 -1.602 -5.500
C19 3.831 -0.271 -0.854
C20 9.066 -3.792 -0.128
C21 3.843 2.410 5.131
C22 -0.974 0.560 5.042
C23 11.299 -3.955 -0.851
C24 1.046 -0.526 5.793
C25 2.789 -1.427 -5.039
C26 -2.374 -2.692 -0.242
C27 1.089 3.877 -3.015
C28 2.735 -0.102 -5.838
C29 -1.981 5.976 5.266
C30 -4.334 -5.134 2.778
C31 -0.387 4.592 2.233
C32 8.054 -3.326 0.948
C33 -4.823 0.712 1.024
C34 -2.731 4.621 -1.632
C35 2.486 2.243 3.143
C36 2.468 3.529 -3.600
C37 -2.244 -4.202 1.600
C38 0.205 0.470 -0.527
C39 -5.736 0.786 -3.333
C40 3.456 5.569 -4.357
C41 -2.113 -0.796 -3.397
C42 1.642 -3.768 1.136
C43 -2.955 -5.432 2.164
C44 -1.598 5.045 3.151
H1 3.947 -0.054 -1.916
H2 -3.547 6.129 -2.636
H3 2.774 2.577 -3.165
H4 2.491 6.076 -4.319
H5 -3.316 4.709 0.279
H6 12.349 -3.724 -0.673
H7 1.781 -3.249 4.534
H8 -3.219 0.160 -1.798
H9 -0.551 2.270 -1.056
H10 -1.144 -6.285 3.124
H11 0.971 -2.626 -2.608
H12 4.491 0.075 -6.640
H13 8.715 -4.762 -0.481
H14 5.975 -3.103 1.097
H15 -0.742 3.334 -2.908
H16 -1.374 0.239 6.004
H17 -3.476 -0.918 3.232
H18 -6.979 -0.118 -4.835
H19 -0.492 1.538 5.059
H20 3.987 3.072 5.986
H21 -2.281 -1.847 0.440
H22 4.435 -2.977 -0.808
H23 0.612 -1.143 6.580
H24 -3.873 6.024 -0.812
H25 3.428 0.866 -7.422
H26 -2.187 4.179 3.452
H27 -5.514 1.604 -4.019
H28 2.112 -3.478 -3.770
H29 1.086 -0.484 -7.211
H30 -2.470 -1.781 -3.096
H31 -2.452 5.134 -3.606
H32 -1.994 -3.460 2.358
H33 0.156 -3.139 2.454
H34 -1.373 -2.951 -0.587
H35 1.357 -1.197 3.270
H36 -3.044 2.859 0.341
H37 0.305 5.431 2.164
H38 2.009 -0.922 5.472
H39 4.844 2.246 4.733
H40 0.565 0.241 -5.699
H41 -4.677 -5.944 3.421
H42 -6.861 2.630 0.144
H43 4.159 6.285 -3.931
H44 -3.054 1.234 -2.961
H45 0.607 3.767 3.893
H46 -5.449 2.347 2.215
H47 7.298 -1.941 -1.064
H48 2.172 -6.539 4.584
H49 -4.434 -0.435 -4.374
H50 6.803 -3.437 -1.659
H51 1.345 2.484 1.361
H52 -7.129 -1.559 1.334
H53 -5.739 1.052 -2.276
H54 3.335 1.811 2.614
H55 10.901 -3.496 -1.756
H56 -5.405 2.800 -0.837
H57 1.901 1.456 3.619
H58 2.858 -0.752 -0.752
H59 -2.821 6.611 4.985
H60 11.333 -5.039 -0.958
H61 -0.366 -1.772 -5.192
H62 -2.506 -6.989 3.533
H63 1.373 -5.401 5.701
H64 3.746 0.661 -0.297
H65 -5.939 -1.441 -0.082
H66 8.921 -3.211 -1.038
H67 2.588 -2.280 -5.688
H68 2.638 -2.486 -2.297
H69 2.305 3.244 -4.639
H70 2.097 3.927 1.901
H71 1.333 1.236 -6.832
H72 1.365 -4.821 1.096
H73 -4.043 0.356 1.697
H74 -1.213 -1.299 -6.531
H75 8.352 -2.301 1.168
H76 -0.921 0.457 2.288
H77 -0.046 2.607 -4.127
H78 -2.968 1.084 4.334
H79 -8.974 -0.145 -2.076
H80 -2.560 5.117 5.602
H81 -3.053 -6.168 1.367
H82 -0.734 1.834 0.568
H83 1.142 -3.215 0.341
H84 1.236 -0.289 -2.054
H85 -4.541 0.497 -0.007
H86 -1.312 -4.618 1.218
H87 -3.106 -1.158 4.851
H88 1.364 -1.368 1.706
H89 1.458 3.550 -0.773
H90 1.277 0.443 6.235
H91 0.441 -6.726 5.003
H92 -0.685 4.365 1.209
H93 -7.597 -0.445 -1.035
H94 -1.901 -1.673 3.693
H95 3.731 5.404 -5.398
H96 -8.467 -1.767 -1.514
H97 2.746 -4.230 3.643
H98 -5.114 -4.871 2.063
H99 3.513 1.430 5.476
H100 2.724 -3.673 1.036
H101 0.482 1.235 -2.319
H102 0.694 4.685 -3.631
H103 1.912 5.073 -1.401
H104 -2.883 -2.452 -1.175
H105 -3.028 2.179 1.801
H106 -5.733 4.006 0.441
H107 -1.006 1.852 2.968
H108 0.246 4.763 -1.182
H109 8.128 -3.988 1.811
H110 3.769 -1.579 -4.587
H111 -4.223 -4.306 3.479
H112 4.931 -2.008 -2.215
H113 -2.305 5.694 2.634
H114 -1.553 6.291 6.218
H115 -7.911 0.917 -3.793
H116 2.995 0.723 -5.174
H117 -1.962 -2.524 -5.642
H118 -1.106 -0.699 -2.993
H119 -5.408 -1.893 1.494

Atomic partial charges in e from the Löwdin method, atoms 1 to 6:
1. O -0.169
2. O -0.242
3. O -0.241
4. O -0.192
5. O -0.169
6. O 0.048


(4)
Computed, not measured: C14H17HgIN2O2 as an isolated structure, with the ωB97M-V functional and the def2-TZVPD basis.

Properties
Electronic energy ... -34144.6035 eV
Multiplicity ... 1
M ... 572.8 g/mol
ΔE to the lowest compared entry with this formula, charge and spin ... 20.4 kcal/mol
HOMO-LUMO gap ... 8.25 eV
E_HOMO ... -8.40 eV

Element x y z (Å)
Hg1 0.410 1.405 0.466
I1 -0.557 3.986 0.163
O1 0.622 0.134 3.063
O2 0.982 -1.490 1.557
N1 0.427 -0.913 -1.135
N2 -1.788 0.550 -0.657
C1 1.461 -1.743 -1.051
C2 -0.862 -2.704 -2.124
C3 -3.077 -0.753 -2.209
C4 1.410 -3.074 -1.484
C5 -0.731 -1.389 -1.617
C6 3.492 2.066 0.549
C7 0.779 -0.319 1.816
C8 0.298 -0.803 4.125
C9 0.231 -3.566 -2.051
C10 -4.035 1.197 -1.206
C11 -1.895 -0.494 -1.498
C12 -4.164 0.105 -2.067
C13 -2.840 1.350 -0.505
C14 2.833 3.354 1.064
H1 -1.838 -3.013 -2.497
H2 2.072 3.160 1.822
H3 1.166 -0.815 4.781
H4 -3.069 -1.625 -2.857
H5 0.165 -4.600 -2.392
H6 2.834 1.456 -0.091
H7 3.577 4.035 1.496
H8 4.379 2.297 -0.055
H9 -2.716 2.197 0.171
H10 2.300 -3.670 -1.321
H11 -5.081 -0.079 -2.622
H12 3.826 1.436 1.380
H13 -4.821 1.933 -1.055
H14 0.059 -1.792 3.731
H15 2.355 3.904 0.251
H16 2.363 -1.338 -0.583
H17 -0.568 -0.384 4.639

Atomic partial charges in e from the Löwdin method, atoms 1 to 6:
1. Hg 0.812
2. I 0.091
3. O -0.157
4. O -0.018
5. N 0.064
6. N 0.037


What is the formula in the first record? C17H37F5N5O2


Please write out number 1 again, unchanged.
Computed, not measured: a 3-piece molecular cluster, C17H37F5N5O2 overall, with the ωB97M-V functional and the def2-TZVPD basis.

Properties
Electronic energy ... -43355.6206 eV
Multiplicity ... 1
M ... 438.5 g/mol
Net charge ... +1
HOMO-LUMO gap ... 8.02 eV
E_HOMO ... -11.47 eV

Element x y z (Å)
F1 -0.860 -4.591 -0.217
F2 0.731 -4.377 -1.737
F3 -1.087 -2.656 -3.148
F4 -1.592 -4.791 -3.011
F5 -2.624 -3.331 -1.724
O1 2.441 0.262 4.114
O2 -1.885 1.498 -3.942
N1 2.219 0.410 7.015
N2 0.708 0.105 0.675
N3 -1.297 0.520 1.653
N4 -1.196 0.886 -0.625
N5 -4.624 1.672 -2.997
C1 3.502 0.121 6.368
C2 -0.366 -3.793 -1.205
C3 -1.442 -3.658 -2.307
C4 -0.295 1.748 -1.417
C5 -1.530 0.265 -4.545
C6 1.033 -2.414 0.413
C7 -4.694 0.557 -5.161
C8 0.988 0.984 -1.710
C9 4.376 1.371 6.423
C10 3.332 -0.458 4.957
C11 0.978 -1.203 1.332
C12 1.631 0.468 -0.426
C13 -0.044 -2.414 -0.661
C14 -2.851 2.267 -4.646
C15 -4.305 1.833 -4.420
C16 -0.570 0.488 0.555
C17 2.994 1.418 3.507
H1 2.313 -0.340 -0.656
H2 -1.520 0.325 -5.635
H3 2.250 1.278 -0.052
H4 0.812 0.216 -2.455
H5 -0.981 -2.019 -0.280
H6 1.674 0.994 6.387
H7 4.698 1.554 7.447
H8 2.877 2.298 4.141
H9 4.001 -0.652 6.959
H10 -4.317 0.562 -6.185
H11 -4.320 -0.336 -4.661
H12 4.051 1.278 3.266
H13 -4.489 2.557 -2.517
H14 4.303 -0.579 4.459
H15 -1.477 0.089 -1.183
H16 -0.088 2.673 -0.893
H17 3.838 2.260 6.095
H18 -4.932 2.640 -4.808
H19 -2.198 -0.538 -4.227
H20 2.445 1.599 2.580
H21 0.305 -1.829 -1.503
H22 1.933 -1.108 1.837
H23 -2.738 3.286 -4.269
H24 2.894 -1.455 5.051
H25 -3.928 1.053 -2.590
H26 5.269 1.260 5.805
H27 0.878 -3.285 1.044
H28 -2.298 0.436 1.620
H29 2.006 -2.555 -0.040
H30 1.679 -0.446 7.101
H31 1.695 1.677 -2.156
H32 0.263 -1.389 2.119
H33 -5.778 0.467 -5.204
H34 -0.871 0.575 2.562
H35 -0.522 0.017 -4.206
H36 -0.794 1.959 -2.353
H37 -2.604 2.292 -5.714

Atomic partial charges in e from the Löwdin method, atoms 1 to 6:
1. F 0.132
2. F 0.148
3. F 0.139
4. F 0.188
5. F 0.155
6. O -0.220